ORCA calculation (ωB97M-V/def2-TZVPD) on a cluster of 3 separate species, C32H52BrN3O7P in total in a non-equilibrium geometry.

```
96
Properties=species:S:1:pos:R:3:forces:R:3:lowdin_charge:R:1
H -7.627977 -1.166426 -2.065516 0.017 0.248 0.474 0.12
H 4.026004 3.363490 5.313597 0.011 -0.048 0.007 0.08
H -2.862668 -0.874436 -0.448279 -0.203 -0.078 -0.162 0.12
H 3.897374 -1.590804 -0.171089 0.011 0.346 0.094 0.05
H 1.309334 1.522576 7.176204 -0.010 0.025 0.018 0.08
H -7.270995 -1.117570 -3.755487 -0.274 0.070 -0.246 0.12
H 4.926817 -2.385564 -1.336386 0.173 -0.007 -0.245 0.08
H -1.621809 -3.215690 -1.724183 0.636 0.106 0.510 0.15
H 1.350643 -2.126627 -0.277304 -0.536 -0.002 0.132 0.09
P -1.216648 -2.064555 0.783105 1.816 0.215 0.688 0.67
H -5.391263 -1.980019 -0.602426 -0.280 -0.008 0.249 0.12
H 0.904082 2.104519 1.507822 -0.025 -0.174 0.428 0.12
H -1.880974 0.448918 -1.815395 -0.290 0.028 -0.317 0.14
N -1.998495 -1.332129 -0.749068 -0.273 -0.320 0.377 -0.13
H -1.406443 1.355981 -3.611503 -0.317 0.057 -0.012 0.13
C -0.386902 2.092196 -0.732053 -0.386 0.896 -0.721 -0.32
C 2.123146 2.341384 5.339446 -0.217 0.566 0.517 -0.50
H 3.284968 1.581550 -4.441758 0.347 0.047 -0.150 0.12
C -5.441877 2.213202 -1.411086 0.031 -0.294 0.340 0.01
H -6.590640 0.911907 -3.397016 0.444 0.210 -0.321 0.14
C -4.856723 -1.995587 -1.539945 0.547 -0.070 -0.140 -0.20
H -4.425922 -1.002186 -1.653358 0.007 0.286 0.086 0.08
C -0.257369 -0.725792 -2.523414 -0.365 -0.387 -0.893 -0.38
C -3.710450 -3.015472 -1.489822 -0.348 0.400 0.436 -0.12
H 3.693054 -3.446271 5.131227 -0.003 0.017 0.020 0.08
H 2.813440 4.137167 6.322828 -0.068 -0.036 0.078 0.09
H -3.837074 -3.792402 -2.230931 -0.052 -0.222 -0.282 0.13
H -2.567414 -2.616463 -3.811875 0.149 -0.287 -0.252 0.15
H 0.507228 2.999291 6.614946 0.087 0.039 0.058 0.08
C -2.338371 -2.407320 -1.729332 -0.424 -0.385 -1.178 -0.28
H 6.113255 -2.669067 4.628332 -0.004 0.010 0.011 0.08
H 1.123331 3.594190 -2.396135 -0.133 0.030 -0.207 0.11
H 0.320278 0.264652 0.236154 0.429 -0.177 -0.206 0.10
H 0.197705 1.474610 5.797562 0.035 -0.037 0.001 0.07
H 2.959141 3.176869 2.042415 0.229 0.132 0.358 0.10
C -6.821465 -1.034926 -2.774211 0.007 -0.237 -1.094 -0.19
H 4.585122 -3.413280 2.780936 -0.065 0.066 -0.167 0.14
H 4.191315 4.445581 0.316484 0.356 0.118 0.238 0.12
C 4.394399 -2.483040 3.316666 -0.044 0.516 0.455 -0.48
C 3.346700 -2.720827 4.394776 -0.103 -0.134 -0.141 -0.06
C 3.258285 3.964262 0.100976 1.633 0.968 0.023 -0.06
O -1.320381 2.675120 -1.247828 0.210 -0.643 0.148 0.12
H -3.117436 -1.089997 -3.226785 -0.152 0.235 0.020 0.13
H 5.543124 -1.010386 4.409247 -0.112 0.096 0.149 0.08
H 1.984660 -0.720325 -1.105448 -0.191 0.408 0.005 0.12
C -0.343269 1.398205 -3.782828 -1.780 0.802 -0.249 -0.11
C 0.971080 2.064150 6.292280 -0.094 -0.180 -0.090 -0.06
C 0.907679 2.756554 -0.490977 -1.383 -1.103 0.296 -0.17
C 3.977328 -2.449441 -0.823718 -0.045 0.016 -0.051 -0.08
C 1.370914 2.403869 -4.703774 -0.105 1.789 -1.166 -0.16
C 2.587264 3.271965 1.041540 1.093 -0.196 2.286 -0.07
C 1.436549 2.652548 0.752636 -1.188 -1.179 0.885 -0.04
H 2.420006 -3.089766 3.952352 0.030 -0.055 -0.013 0.07
H 3.108039 -1.788976 4.912535 0.104 0.051 0.062 0.07
H 1.264496 3.858109 4.468015 -0.010 0.052 -0.008 0.09
C 2.777088 -2.582859 -1.767934 -0.180 0.024 1.204 -0.20
H -5.313882 -2.322530 -3.637739 0.335 0.170 -0.226 0.11
H 3.710133 -0.715988 2.791280 0.084 -0.044 0.090 0.08
C -2.314761 -1.820686 -3.124822 -0.501 0.277 -0.102 -0.13
N -6.177538 0.279223 -2.728502 -0.751 -0.381 0.563 0.05
H 3.611699 2.658631 6.884753 -0.008 0.025 0.018 0.08
H -6.386674 -3.085579 -2.513929 -0.153 -0.307 -0.072 0.12
C 5.697707 -1.964122 3.907758 0.096 -0.155 -0.238 -0.06
O 1.641229 3.020343 4.179583 0.045 -0.268 -0.276 -0.07
H 1.767338 3.201966 -5.309335 0.026 0.316 -0.146 0.12
C 2.740073 4.071330 -1.140274 0.530 0.706 -1.263 -0.06
C 3.208801 3.168200 6.008998 0.177 -0.042 -0.126 -0.06
C -6.133133 0.873431 -1.473338 -0.040 0.619 0.621 -0.54
H -3.736029 -3.528631 -0.537520 0.065 -0.184 0.198 0.10
C -0.552445 0.650638 -0.265034 -0.351 -0.001 0.332 -0.09
H 4.027037 -3.300178 -0.160144 0.078 -0.268 0.203 0.07
H -6.055978 3.012560 -1.804235 -0.037 0.159 -0.354 0.09
C 1.558138 3.483557 -1.418042 -1.073 0.341 -2.284 -0.03
H -5.266478 2.424349 -0.368986 -0.085 0.140 0.375 0.08
H 3.225257 4.612442 -1.926796 0.358 0.291 -0.163 0.12
H -4.469857 2.173851 -1.884024 0.111 0.155 -0.479 0.07
C -5.821327 -2.176977 -2.691959 -0.321 -0.111 0.664 -0.17
O -1.646275 -3.599736 0.806500 -0.666 0.323 -0.031 -0.31
Br -2.444109 -1.167955 2.413802 -0.228 -0.138 -0.532 0.41
H -1.318717 0.734026 0.506810 -0.153 0.052 0.213 0.09
O -1.112368 -1.235191 -3.538053 0.135 -0.132 0.302 0.00
C 1.618828 -1.731518 -1.251304 1.102 0.009 -0.786 -0.23
O 0.589518 -1.806811 -2.246744 -0.418 0.012 0.959 -0.03
N 0.062584 2.429944 -4.498490 0.283 -0.523 0.086 0.13
H 2.999997 -2.348803 -2.797528 0.035 0.005 -0.288 0.11
H 2.542575 1.401773 4.993062 0.048 -0.154 -0.214 0.12
C 1.777837 0.434227 -3.491976 0.103 -0.266 0.238 0.03
C 0.431311 0.406844 -3.269750 0.139 -0.979 1.422 -0.11
H -2.537265 -3.746652 1.157331 -0.038 -0.379 -0.002 0.06
O 3.890243 -1.552207 2.347444 -0.055 -0.244 -0.191 -0.07
C 2.238793 1.483220 -4.231473 1.363 -0.593 0.102 -0.05
O -6.563337 0.357701 -0.459763 0.327 -0.394 -0.389 0.07
H 2.424464 -0.328339 -3.115464 0.302 -0.223 0.033 0.11
C -1.155483 -0.213555 -1.360000 0.456 0.071 0.080 -0.16
H 2.427913 -3.600850 -1.668093 -0.061 -0.427 -0.659 0.11
H 6.432893 -1.796613 3.120774 0.006 -0.064 -0.015 0.08
```
Positions in Å, forces in eV/Å.

Energy (eV): -132155.7703
E_LUMO (eV): -3.0
HOMO level (eV): -11.81
Orbital gap (eV): 8.818
Net charge: +1
M (g/mol): 701.7
Strongest force on any atom (eV/A): 2.547
2S+1: 1